[1]
# C5H8O2

2 unconnected molecules or ions with the total composition C5H8O2 (ωB97M-V with the def2-TZVPD basis set, OMol25).

SMILES string   C=CO[C@H]1C=C1O.[H][H]
Energy relative to the best compared isomer or geometry (same formula, charge and spin)   109.5 kcal per mole
Orbital gap   9.424 eV
HOMO energy   -8.84 eV
M   100.12 g mol⁻¹

Geometry (Å):
C 1.299 1.802 0.765
C 1.238 0.526 0.400
O 0.788 -0.454 1.228
C 0.017 -1.476 0.612
C -1.342 -1.182 0.052
C -0.380 -1.420 -0.792
O 0.093 -1.509 -2.037
H -1.246 1.806 -0.059
H 0.939 2.124 1.736
H 1.722 2.540 0.093
H 1.574 0.184 -0.582
H 0.234 -2.406 1.138
H -1.964 1.740 -0.248
H -2.358 -0.911 0.289
H -0.612 -1.255 -2.650

---

[2]
# C9H17Br3O6

A molecular structure, C9H17Br3O6 (ωB97M-V with the def2-TZVPD basis set, OMol25).

Energy relative to the best compared isomer or geometry (same formula, charge and spin)   83.7 kcal per mole
Orbital gap   8.646 eV
HOMO energy   -9.37 eV
M   460.94 g mol⁻¹

Geometry (Å):
C 1.375 0.701 1.585
C 0.971 0.778 0.113
O -0.509 0.600 -0.022
C -1.312 1.694 -0.190
O -0.996 2.848 -0.593
O -2.546 1.316 0.078
C -3.586 2.197 -0.307
H 0.658 0.117 2.162
H 1.488 1.721 1.953
H 2.356 0.251 1.739
H 1.460 -0.043 -0.412
H 1.237 1.707 -0.389
H -3.545 3.272 -0.128
H -4.336 1.918 0.434
H -3.955 2.063 -1.323
C -2.382 -1.114 1.763
C -1.316 -2.240 1.732
O -0.192 -1.745 0.995
C -0.014 -2.139 -0.272
O -0.722 -2.844 -0.967
O 1.234 -1.755 -0.587
C 1.830 -2.112 -1.791
H -3.311 -1.576 2.094
H -2.599 -0.664 0.794
H -2.001 -0.244 2.298
H -1.650 -3.227 1.414
H -1.097 -2.431 2.783
H 1.139 -1.747 -2.552
H 1.648 -3.178 -1.929
H 2.807 -1.661 -1.964
C 3.652 1.561 -1.566
Br 4.875 1.835 -3.171
Br 3.467 -0.357 -0.996
Br 1.835 2.327 -2.030
H 4.035 2.174 -0.750

---

[3]
# C10H15N3P

A molecular structure, C10H15N3P (ωB97M-V with the def2-TZVPD basis set, OMol25).

Energy relative to the best compared isomer or geometry (same formula, charge and spin)   7.6 kcal per mole
Orbital gap   9.163 eV
Charge   +1
HOMO energy   -12.34 eV
M   208.23 g mol⁻¹

Geometry (Å):
C 3.819 -1.460 1.771
C 3.895 -0.032 1.418
C 2.590 -2.093 1.644
C 2.885 0.608 0.780
C 1.545 -1.429 0.991
C 1.719 -0.084 0.528
C -2.703 0.478 0.784
C -2.703 1.784 -1.662
C -1.901 -1.081 -1.846
C -0.092 1.206 -0.695
N 0.336 -1.884 0.767
N -0.249 -0.930 0.087
N 0.518 0.193 0.063
P -1.848 0.426 -0.811
H 4.636 -1.978 2.167
H 4.845 0.519 1.425
H 2.357 -3.106 1.915
H 3.200 1.640 0.441
H -2.016 0.613 1.681
H -3.200 -0.341 1.081
H -3.350 1.527 0.884
H -2.259 1.816 -2.596
H -2.675 2.739 -1.066
H -3.813 1.564 -1.699
H -0.944 -1.433 -2.078
H -2.401 -0.817 -2.791
H -2.234 -1.916 -1.230
H 0.232 1.239 -1.790
H -0.191 2.235 -0.163

---

[4]
# C3H11N3O2

2 unconnected molecules or ions with the total composition C3H11N3O2 (ωB97M-V with the def2-TZVPD basis set, OMol25).

SMILES string   NCNC(=O)CN.O
Energy relative to the best compared isomer or geometry (same formula, charge and spin)   43.5 kcal per mole
Orbital gap   9.519 eV
HOMO energy   -8.87 eV
M   121.14 g mol⁻¹

Geometry (Å):
O 0.608 -0.027 -1.637
C -0.377 -0.429 -1.050
N -0.448 -1.429 -0.163
C 0.771 -2.237 0.053
N 1.436 -2.019 1.314
C -1.773 0.308 -1.201
N -1.577 1.760 -1.042
H -1.334 -1.814 0.178
H 0.411 -3.377 0.023
H 1.453 -2.284 -0.774
H 0.997 -2.306 2.258
H 1.760 -1.065 1.417
H -2.518 -0.050 -0.303
H -2.380 0.161 -2.113
H -0.806 2.090 -1.450
H -1.534 2.010 -0.034
H 1.833 2.751 2.905
H 0.886 3.960 3.112
O 1.096 3.262 2.537